Entry 1:
{
  "formula": "C4H6OS",
  "method": "ωB97M-V/def2-TZVPD",
  "species": ["C", "C", "C", "C", "H", "H", "H", "H", "H", "H", "O", "S"],
  "coordinates": [[-1.130, 0.361, -0.082], [0.026, -0.550, -0.051], [1.209, -0.052, 0.752], [1.342, -0.157, -0.712], [-3.440, 0.779, 0.061], [-0.270, -1.612, -0.076], [0.969, 0.938, 1.164], [1.705, -0.736, 1.446], [1.325, 0.785, -1.284], [2.031, -0.915, -1.137], [-0.996, 1.560, -0.066], [-2.770, -0.401, -0.016]],
  "nbo_charge": [0.45, -0.37, -0.39, -0.39, 0.16, 0.23, 0.24, 0.23, 0.23, 0.23, -0.57, -0.05],
  "homo_ev": -9.9,
  "total_energy_ev": -17127.1576,
  "smiles": "O=C(S)C1CC1",
  "gap_ha": 0.3961,
  "e_lumo_ev": 0.833,
  "relative_energy_kcal_mol": 22.42
}

Entry 2:
{
  "formula": "C4H6OS",
  "method": "ωB97M-V/def2-TZVPD",
  "species": ["C", "C", "C", "C", "O", "S", "H", "H", "H", "H", "H", "H"],
  "coordinates": [[1.085, 1.239, -0.122], [0.865, -0.939, 1.029], [0.034, 1.996, -0.808], [-0.332, -1.780, 1.164], [0.026, -0.813, -1.549], [1.096, -0.426, -0.612], [-0.344, 1.543, -1.729], [0.347, 3.027, -0.976], [-0.794, 2.030, -0.092], [-0.184, -2.526, 1.946], [-0.675, -2.240, 0.234], [-1.125, -1.111, 1.516]],
  "nbo_charge": [-0.09, -0.09, -0.80, -0.80, -0.97, 1.21, 0.24, 0.25, 0.28, 0.25, 0.24, 0.28],
  "homo_ev": -8.8,
  "total_energy_ev": -17120.5482,
  "gap_ha": 0.2753,
  "e_lumo_ev": -1.299,
  "relative_energy_kcal_mol": 174.84
}

Entry 3:
{
  "formula": "C4H6OS",
  "method": "ωB97M-V/def2-TZVPD",
  "species": ["C", "C", "C", "C", "H", "H", "H", "H", "H", "H", "O", "S"],
  "coordinates": [[0.732, -0.594, -1.178], [0.860, 0.101, 0.204], [-0.287, 0.376, 1.069], [-1.592, 0.226, 0.502], [0.398, 0.118, -1.951], [1.737, -0.950, -1.512], [0.158, -1.512, -1.165], [1.761, -0.234, 0.918], [-0.231, 0.221, 2.114], [-1.577, 0.498, -0.583], [-2.579, -0.130, 1.092], [0.619, 1.879, 0.490]],
  "nbo_charge": [-0.64, -0.28, -0.40, 0.41, 0.23, 0.23, 0.23, 0.24, 0.25, 0.11, -0.51, 0.13],
  "homo_ev": -9.5,
  "total_energy_ev": -17126.6673,
  "smiles": "C[C@H]1S[C@H]1C=O",
  "gap_ha": 0.3648,
  "e_lumo_ev": 0.453,
  "relative_energy_kcal_mol": 33.73
}

Entry 4:
{
  "formula": "C4H6OS2",
  "method": "ωB97M-V/def2-TZVPD",
  "species": ["C", "C", "C", "C", "H", "H", "H", "H", "H", "H", "O", "S", "S"],
  "coordinates": [[-1.597, 0.579, 0.148], [-0.617, -0.496, 0.783], [1.899, -0.926, -0.265], [-0.235, 0.231, -0.468], [-1.304, 2.403, 0.407], [-2.425, -0.078, -0.370], [-1.005, -1.465, 0.623], [2.758, -0.106, -0.266], [2.316, -1.957, -0.300], [0.428, 1.185, -0.249], [-1.991, 1.824, 0.310], [1.097, -0.524, 1.349], [0.677, -0.669, -1.701]],
  "nbo_charge": [0.17, -0.44, -0.68, -0.43, 0.48, 0.20, 0.23, 0.23, 0.24, 0.20, -0.65, 0.23, 0.23],
  "homo_ev": -8.3,
  "total_energy_ev": -27959.1196,
  "gap_ha": 0.3304,
  "e_lumo_ev": 0.654,
  "relative_energy_kcal_mol": 95.91
}

Entry 5:
{
  "formula": "C4H6OS3",
  "method": "ωB97M-V/def2-TZVPD",
  "species": ["C", "C", "C", "C", "H", "H", "H", "H", "H", "H", "O", "S", "S", "S"],
  "coordinates": [[0.926, -1.262, -1.020], [0.603, -0.910, 0.395], [0.286, 0.550, 0.632], [-1.149, 0.910, 0.291], [-1.377, -1.513, -1.250], [-0.154, -1.531, 0.788], [1.500, -1.128, 0.918], [0.446, 0.789, 1.698], [0.962, 1.215, 0.041], [-0.496, 3.112, 0.750], [-2.004, 0.103, 0.042], [-0.330, -1.699, -2.073], [2.449, -1.239, -1.562], [-1.663, 2.604, 0.351]],
  "nbo_charge": [-0.30, -0.49, -0.51, 0.44, 0.15, 0.23, 0.24, 0.25, 0.25, 0.12, -0.57, 0.16, 0.00, 0.03],
  "homo_ev": -8.8,
  "total_energy_ev": -38798.1020,
  "smiles": "O=C(S)CCC(=S)S",
  "gap_ha": 0.3160,
  "e_lumo_ev": -0.184,
  "relative_energy_kcal_mol": 0.00
}

Entry 6:
{
  "formula": "C4H6S",
  "method": "ωB97M-V/def2-TZVPD",
  "species": ["C", "C", "C", "C", "H", "H", "H", "H", "H", "H", "S"],
  "coordinates": [[-0.086, 1.350, 0.090], [-0.048, -0.088, -0.057], [-1.183, -0.865, -0.119], [1.156, -0.838, 0.038], [0.725, 1.501, -0.881], [0.509, 1.544, 1.010], [-1.100, 1.818, -0.479], [-2.130, -0.338, 0.163], [-1.205, -2.099, -0.369], [0.782, -1.878, 0.685], [2.580, -0.108, -0.080]],
  "nbo_charge": [-0.68, -0.15, -0.33, -0.32, 0.25, 0.26, 0.26, 0.20, 0.22, 0.22, 0.07],
  "homo_ev": -8.7,
  "total_energy_ev": -15076.3557,
  "smiles": "C=C(C)C=S",
  "gap_ha": 0.2902,
  "e_lumo_ev": -0.775,
  "relative_energy_kcal_mol": 79.26
}

Entry 7:
{
  "formula": "C4H6S",
  "method": "ωB97M-V/def2-TZVPD",
  "species": ["C", "C", "C", "C", "S", "H", "H", "H", "H", "H", "H"],
  "coordinates": [[-0.409, -2.301, -0.302], [-0.333, -1.090, -0.060], [3.114, 0.882, -0.670], [-0.369, 0.344, 0.361], [3.652, -0.270, 0.344], [-0.096, -3.223, -0.774], [3.601, 1.097, -1.571], [2.027, 1.124, -0.707], [0.214, 0.502, 1.238], [-1.349, 0.733, 0.374], [0.109, 0.853, -0.396]],
  "nbo_charge": [-0.28, 0.01, -0.46, -0.67, 0.10, 0.24, 0.18, 0.18, 0.24, 0.24, 0.22],
  "homo_ev": -9.0,
  "total_energy_ev": -15076.7837,
  "smiles": "C#CC.C=S",
  "gap_ha": 0.3065,
  "e_lumo_ev": -0.663,
  "relative_energy_kcal_mol": 69.39
}

Entry 8:
{
  "formula": "C4H6S",
  "method": "ωB97M-V/def2-TZVPD",
  "species": ["C", "C", "C", "C", "S", "H", "H", "H", "H", "H", "H"],
  "coordinates": [[0.747, 0.710, 0.066], [0.685, -0.585, 0.031], [0.088, 1.944, -0.024], [0.174, -1.984, -0.019], [2.452, -0.054, -0.023], [0.258, 2.613, 0.829], [-0.936, 1.913, -0.146], [0.620, 2.616, -0.653], [-0.410, -2.071, -0.887], [-0.625, -2.286, 0.834], [0.898, -2.748, 0.187]],
  "nbo_charge": [-0.02, -0.05, -0.68, -0.66, -0.03, 0.24, 0.24, 0.25, 0.24, 0.23, 0.25],
  "homo_ev": -7.3,
  "total_energy_ev": -15077.4544,
  "smiles": "CC1=C(C)S1",
  "gap_ha": 0.2998,
  "e_lumo_ev": 0.866,
  "relative_energy_kcal_mol": 53.92
}